Computed, not measured: a 3-piece molecular cluster, C3H14N2O2 overall, with ωB97M-V/def2-TZVPD.

Structure (XYZ):
```
21
Properties=species:S:1:pos:R:3:nbo_charge:R:1
N -0.969 0.226 -0.380 -0.835
C -0.611 -1.109 -0.210 -0.053
C -1.400 -1.926 -1.254 -0.638
C 0.874 -1.305 -0.670 -0.229
N 1.825 -0.447 0.163 -0.871
H -0.575 0.761 0.297 0.352
H -1.863 0.452 -0.051 0.352
H -0.760 -1.409 0.854 0.151
H -0.760 -1.832 -2.062 0.203
H -1.183 -3.084 -1.090 0.219
H -2.319 -1.347 -1.594 0.238
H 0.922 -1.034 -1.742 0.201
H 0.978 -2.376 -0.366 0.187
H 2.530 -0.948 0.701 0.363
H 2.370 0.004 -0.593 0.360
H -2.353 0.519 3.819 0.466
H -1.254 0.741 2.843 0.460
O -1.926 1.269 3.263 -0.926
H 2.435 2.307 -0.453 0.499
H 1.142 2.694 -1.629 0.501
O 2.116 2.748 -1.339 -1.000
```

Output
- energy (a.u.) = -382.596958
- SMILES string = C[C@H](N)CN.O.O

Computed, not measured: C6H12N as an isolated structure, with ωB97M-V/def2-TZVPD.

Structure (XYZ):
```
19
Properties=species:S:1:pos:R:3:nbo_charge:R:1
C -1.647 -0.950 -0.274 -0.215
C -0.840 0.146 0.390 0.164
C 0.497 -0.408 0.071 0.189
C -1.306 1.570 0.431 -0.644
C 1.157 -1.671 0.612 -0.654
C 1.884 0.947 -0.292 -0.504
N -0.538 -0.413 -1.014 -0.390
H -1.641 -2.038 -0.008 0.259
H -2.574 -0.497 -0.700 0.241
H -0.609 2.424 0.295 0.257
H -1.760 1.699 1.366 0.258
H -2.001 1.645 -0.357 0.227
H 2.039 -1.334 1.205 0.254
H 1.377 -2.262 -0.322 0.246
H 0.608 -2.278 1.184 0.229
H 1.625 1.307 -1.245 0.208
H 2.684 0.316 -0.126 0.218
H 1.631 1.694 0.589 0.232
H -0.585 0.101 -1.805 0.428
```

Output
- energy (a.u.) = -290.164999
- net charge = +1

Computed, not measured: C32H72ClF12N4O4P2Zn as an isolated structure, with ωB97M-V/def2-TZVPD.

Structure (XYZ):
```
128
Properties=species:S:1:pos:R:3:lowdin_charge:R:1
Zn -4.000 -0.067 1.428 0.840
Cl -1.159 0.199 1.821 0.623
O -1.029 1.287 2.750 -0.340
O 0.153 -0.224 1.485 -0.371
O -1.836 -0.876 2.496 -0.391
O -1.976 0.514 0.624 -0.410
C -0.601 -3.839 3.910 -0.070
C 0.588 -3.880 2.925 -0.227
C 0.382 -4.766 1.690 -0.077
N 1.397 -4.494 0.561 -0.222
C 1.348 -3.047 0.093 -0.002
C 1.079 -5.267 -0.742 -0.075
C 1.708 -6.568 -0.384 -0.196
C 2.995 -6.367 0.315 -0.154
C 2.808 -5.041 0.980 -0.062
H -0.301 -3.318 4.819 0.074
H -0.790 -4.827 4.331 0.082
H -1.482 -3.361 3.483 0.073
H 1.417 -4.254 3.526 0.100
H 0.822 -2.822 2.806 0.079
H -0.557 -4.556 1.178 0.126
H 0.369 -5.809 2.009 0.147
H 1.844 -2.418 0.832 0.082
H 0.314 -2.713 0.011 0.098
H 1.967 -2.916 -0.795 0.100
H 1.678 -4.813 -1.531 0.135
H -0.001 -5.321 -0.876 0.146
H 1.897 -7.132 -1.298 0.131
H 0.983 -7.213 0.112 0.130
H 3.846 -6.440 -0.362 0.130
H 3.212 -7.051 1.136 0.130
H 3.493 -4.268 0.632 0.133
H 2.728 -5.215 2.053 0.120
C -0.097 -0.827 -2.364 -0.074
C -0.998 -0.468 -3.567 -0.235
C -2.390 -1.046 -3.437 -0.075
N -3.269 -0.710 -4.714 -0.209
C -2.899 -1.659 -5.784 0.020
C -4.820 -0.723 -4.450 -0.060
C -5.527 0.233 -5.430 -0.139
C -4.481 1.240 -5.792 -0.164
C -3.225 0.778 -5.077 -0.115
H 0.923 -0.866 -2.748 0.074
H -0.254 -1.880 -2.128 0.064
H -0.262 -0.199 -1.489 0.055
H -0.481 -0.835 -4.453 0.102
H -0.982 0.606 -3.754 0.089
H -2.816 -0.441 -2.637 0.119
H -2.469 -2.132 -3.380 0.127
H -3.344 -2.605 -5.474 0.118
H -1.822 -1.821 -5.821 0.096
H -3.179 -1.244 -6.752 0.119
H -5.271 -1.702 -4.616 0.134
H -5.012 -0.480 -3.405 0.125
H -5.938 -0.253 -6.315 0.122
H -6.343 0.671 -4.856 0.126
H -4.338 1.333 -6.868 0.115
H -4.776 2.271 -5.596 0.126
H -2.365 0.905 -5.735 0.130
H -3.099 1.374 -4.174 0.125
C 3.853 3.373 -3.938 -0.100
C 3.000 4.163 -2.960 -0.218
C 2.183 3.226 -2.022 -0.104
N 1.365 4.028 -0.975 -0.211
C 2.271 4.741 0.117 0.068
C 0.431 2.972 -0.337 -0.100
C -0.861 2.915 -1.191 -0.154
C -0.921 4.145 -2.056 -0.129
C 0.262 4.994 -1.542 -0.050
H 4.651 2.838 -3.422 0.082
H 4.358 4.017 -4.658 0.084
H 3.286 2.752 -4.632 0.082
H 2.376 4.814 -3.572 0.111
H 3.671 4.702 -2.291 0.106
H 2.942 2.691 -1.451 0.124
H 1.596 2.438 -2.494 0.131
H 2.824 5.580 -0.306 0.104
H 2.872 3.965 0.591 0.083
H 1.508 5.142 0.784 0.097
H 0.284 3.255 0.705 0.121
H 0.977 2.029 -0.316 0.113
H -1.735 2.860 -0.541 0.116
H -0.857 1.992 -1.771 0.089
H -1.938 4.539 -2.030 0.136
H -0.728 3.788 -3.068 0.111
H -0.068 5.473 -0.620 0.133
H 0.657 5.665 -2.305 0.127
C 2.965 4.549 6.739 -0.085
C 2.875 3.146 6.276 -0.259
C 2.930 2.971 4.753 -0.115
N 3.067 1.508 4.247 -0.219
C 2.707 1.631 2.704 0.062
C 4.448 0.916 4.575 -0.073
C 4.242 -0.580 4.560 -0.151
C 2.793 -0.820 4.653 -0.168
C 2.151 0.491 4.921 -0.085
H 2.247 5.012 6.062 0.081
H 3.908 5.071 6.575 0.090
H 2.562 4.794 7.722 0.096
H 1.905 2.764 6.595 0.119
H 3.622 2.458 6.674 0.104
H 3.772 3.520 4.333 0.136
H 2.060 3.452 4.305 0.128
H 2.711 0.577 2.427 0.093
H 3.457 2.236 2.195 0.091
H 1.734 2.123 2.711 0.085
H 5.042 1.353 3.772 0.135
H 4.772 1.285 5.549 0.129
H 4.761 -1.062 3.732 0.127
H 4.835 -0.878 5.425 0.130
H 2.353 -1.190 3.727 0.102
H 2.482 -1.572 5.378 0.140
H 1.147 0.606 4.513 0.141
H 2.168 0.776 5.973 0.131
P -5.583 1.615 -0.551 0.200
F -4.450 1.876 0.605 -0.252
F -5.801 3.172 -0.629 -0.097
F -4.275 1.615 -1.580 -0.191
F -6.676 1.188 -1.703 -0.134
F -5.254 0.060 -0.250 -0.239
F -6.574 1.491 0.709 -0.141
P -3.881 -3.184 -0.347 0.318
F -3.452 -1.581 -0.504 -0.248
F -2.336 -3.567 -0.561 -0.176
F -3.607 -2.925 1.305 -0.226
F -4.375 -4.773 -0.244 -0.164
F -5.445 -2.635 -0.258 -0.173
F -4.029 -3.221 -1.989 -0.194
```

Output
- energy (a.u.) = -5902.560121
- net charge = +2
- 2S+1 = 2

Computed, not measured: C22H29F5N5O5S2W as an isolated structure, with ωB97M-V/def2-TZVPD.

Structure (XYZ):
```
69
Properties=species:S:1:pos:R:3:nbo_charge:R:1
W 0.434 -0.469 1.541 1.635
N -1.037 -2.165 1.593 -0.820
C -0.696 -3.288 2.467 0.122
C -1.421 -4.438 2.587 -0.160
C -0.982 -5.435 3.485 -0.169
C 0.146 -5.248 4.237 -0.113
C 0.897 -4.052 4.124 -0.087
C 2.048 -3.762 4.883 -0.004
C 2.682 -2.552 4.721 -0.253
C 2.188 -1.639 3.795 0.136
N 1.119 -1.886 3.032 -0.538
C 0.461 -3.076 3.211 0.147
H -1.961 -1.799 1.834 0.440
H -1.137 -2.504 0.634 0.430
H -2.326 -4.594 2.011 0.252
H -1.554 -6.347 3.578 0.268
H 0.474 -6.010 4.933 0.262
H 2.419 -4.488 5.597 0.266
H 3.556 -2.289 5.299 0.277
H 2.677 -0.682 3.666 0.231
C 0.204 3.717 0.455 -0.814
S 1.426 2.798 1.366 1.239
C 2.890 3.297 0.490 -0.787
O 1.271 1.296 0.883 -0.906
H 0.519 4.761 0.520 0.286
H -0.769 3.619 0.931 0.267
H 0.186 3.376 -0.579 0.281
H 3.063 4.343 0.749 0.282
H 2.727 3.174 -0.578 0.269
H 3.721 2.692 0.845 0.274
C 0.769 2.133 -5.568 -0.627
C -0.010 3.079 -4.664 -0.658
S -0.735 2.283 -3.263 2.171
O 0.285 1.577 -2.497 -1.001
O -1.552 3.220 -2.526 -0.959
C -1.829 1.031 -3.931 -0.695
C -2.899 0.632 -2.909 -0.238
N -2.417 0.596 -1.508 -0.296
C -1.503 -0.251 -1.018 0.498
N -1.207 0.083 0.257 -0.553
C -1.995 1.181 0.572 -0.047
C -2.708 1.506 -0.516 0.221
N -3.622 2.633 -0.602 0.536
O -4.500 2.586 -1.426 -0.307
O -3.429 3.492 0.226 -0.324
C -0.941 -1.358 -1.825 -0.700
H 1.229 2.713 -6.365 0.265
H 0.122 1.394 -6.041 0.220
H 1.559 1.622 -5.020 0.231
H -0.830 3.591 -5.172 0.270
H 0.628 3.843 -4.211 0.268
H -1.212 0.199 -4.264 0.254
H -2.338 1.453 -4.799 0.287
H -3.298 -0.352 -3.152 0.249
H -3.722 1.337 -2.923 0.293
H -2.012 1.651 1.537 0.258
H -1.735 -1.895 -2.346 0.271
H -0.384 -2.074 -1.225 0.229
H -0.250 -0.950 -2.563 0.296
F 1.608 -2.237 0.092 -0.298
C 1.971 -0.911 0.119 0.375
F 2.824 -0.795 1.218 -0.295
C 2.749 -0.544 -1.162 0.939
F 2.965 0.759 -1.229 -0.288
F 2.046 -0.935 -2.220 -0.293
F 3.906 -1.185 -1.139 -0.270
C -0.098 0.709 2.907 -0.490
H -0.696 0.100 3.606 0.245
H 0.033 1.735 3.238 0.249
```

Output
- energy (a.u.) = -2867.407194
- net charge = +3

Computed, not measured: one molecule with the formula C4H7NO, with ωB97M-V/def2-TZVPD.

Structure (XYZ):
```
13
Properties=species:S:1:pos:R:3:nbo_charge:R:1
C 1.333 0.664 0.763 -0.621
C 0.357 0.383 -0.347 0.002
C -0.098 -1.086 -0.575 -0.500
C -1.487 -0.581 -0.251 0.663
O -2.669 -0.881 -0.176 -0.637
N -1.071 0.660 -0.036 -0.674
H 1.408 1.732 0.974 0.221
H 1.026 0.155 1.675 0.214
H 2.332 0.320 0.493 0.218
H 0.667 0.881 -1.262 0.194
H 0.014 -1.476 -1.581 0.234
H 0.300 -1.789 0.146 0.230
H -2.113 1.018 0.178 0.456
```

Output
- energy (a.u.) = -286.553603
- SMILES string = C[C@H]1CC(=O)N1

Q: What is the formula in the second record?
A: C6H12N

Q: Number 3 is which compound?
A: C32H72ClF12N4O4P2Zn